Entry 1:
The following is a quantum chemistry calculation of 2 unconnected molecules or ions with the total composition C2H5BrOS at a distorted geometry, from the Open Molecules 2025 dataset.

* charge: 0
* relative energy (zero: lowest compared OMol25 entry of this formula, charge and spin): 328.34 kJ/mol
* largest force on an atom: 0.0481 hartree/bohr
* orbital gap (spin up / spin down): 7.305 / 7.315 eV

```
10
Properties=species:S:1:pos:R:3:forces:R:3:nbo_charge:R:1
H 0.88445 -1.65758 -0.18848 0.02 0.02 -0.04 0.235
S -1.09281 -0.91456 0.95064 -0.17 0.02 -0.38 0.448
H 1.24941 -0.45559 1.06707 -0.03 0.07 0.02 0.243
O -1.47124 2.29577 0.77442 -0.98 -1.78 -0.94 -0.983
C 0.57551 -0.71521 0.25542 -0.25 -0.17 0.09 -0.744
C -2.00434 0.06578 -0.08604 0.89 1.88 1.33 -0.328
H 0.56807 0.07407 -0.48702 0.01 0.12 -0.02 0.245
H -0.53680 2.25258 0.97962 0.43 -0.11 0.04 0.412
H -1.61219 0.43159 -1.01888 0.01 0.01 -0.10 0.241
Br -3.82086 0.17636 0.15526 0.06 -0.05 -0.01 0.231
```
Positions in Å, forces in eV/Å.

Entry 2:
The following is a quantum chemistry calculation of 2 unconnected molecules or ions with the total composition C3H7N2 at a distorted geometry, from the Open Molecules 2025 dataset.

* charge: +1
* relative energy (zero: lowest compared OMol25 entry of this formula, charge and spin): 253.41 kJ/mol
* largest force on an atom: 0.0742 hartree/bohr
* orbital gap: 9.247 eV

```
12
Properties=species:S:1:pos:R:3:forces:R:3:nbo_charge:R:1
N -1.52830 -0.15334 -0.25510 -1.06 -3.57 -0.82 -0.672
C -1.87645 0.97619 0.11408 -0.49 0.50 0.84 0.006
H -0.99444 1.60040 0.36390 -1.25 0.62 -0.10 0.176
H 1.21430 -1.87817 0.82474 0.78 0.22 -0.26 0.317
C 1.69701 0.02272 0.01107 0.40 1.48 0.47 0.716
H -0.14245 -0.83659 0.48611 1.11 0.26 -1.37 0.385
H 2.91529 1.62147 -0.56724 -1.22 -0.59 1.22 0.507
H 0.85855 -1.54725 -0.92364 -0.34 0.12 0.41 0.317
C 0.91628 -1.11942 0.09185 -0.53 -1.61 0.95 -0.843
H -2.95125 1.13595 0.26877 0.50 1.12 0.12 0.201
N 2.17775 1.08053 -0.03621 1.19 -0.32 -1.47 -0.483
H -2.28630 -0.90248 -0.37833 0.92 1.77 0.01 0.373
```
Positions in Å, forces in eV/Å.